1.
The following is a DFT calculation (ωB97M-V/def2-TZVPD) of a gas-phase ion, C2H7N4O (charge +1) at a distorted geometry.

## Properties
Energy above the lowest of the compared OMol25 structures with the same formula, charge and spin: 3.376 eV
HOMO-LUMO gap: 10.80 eV
Max |F|: 0.072 hartree/bohr
Structure (SMILES): NC(=O)NCN=[NH2+]
Energy: -374.3256 Eh

```
! wB97M-V def2-TZVPD RIJCOSX def2/J DEFGRID3
* xyz 1 1
C -1.09 0.50 -0.17
C 0.54 -1.00 -0.02
N 1.38 0.45 -0.64
N -0.76 -0.81 -0.50
N -2.30 0.98 -0.04
N 2.41 0.75 0.03
O -0.16 1.35 -0.08
H 0.98 -1.79 -0.59
H 0.54 -1.29 1.09
H -1.29 -1.47 -1.06
H -3.18 0.56 -0.25
H -2.42 1.99 0.23
H 2.88 1.60 -0.28
H 2.41 0.40 0.93
*
```

=====

2.
The following is a DFT calculation (ωB97M-V/def2-TZVPD) of a molecular structure, C2H7N5 at a distorted geometry.

## Properties
Energy above the lowest of the compared OMol25 structures with the same formula, charge and spin: 5.434 eV
HOMO-LUMO gap: 9.18 eV
Max |F|: 0.028 hartree/bohr
Energy: -353.9917 Eh

```
! wB97M-V def2-TZVPD RIJCOSX def2/J DEFGRID3
* xyz 0 1
N -0.05 -1.20 1.29
N 0.86 -1.16 0.20
N -1.64 0.89 0.02
C -0.61 -1.23 -0.04
C 0.94 0.40 -0.49
N -0.83 -0.02 -0.72
N 1.17 1.43 0.24
H -0.12 -0.27 1.71
H 1.53 -1.93 0.14
H -2.29 1.31 -0.64
H -1.01 1.65 0.33
H 1.68 2.15 -0.26
H -1.06 -2.17 -0.34
H 1.43 0.15 -1.43
*
```

=====

3.
The following is a DFT calculation (ωB97M-V/def2-TZVPD) of 2 unconnected molecules or ions with the total composition C2H7NO at a distorted geometry.

## Properties
Energy above the lowest of the compared OMol25 structures with the same formula, charge and spin: 2.303 eV
HOMO-LUMO gap: 8.80 eV
Max |F|: 0.087 hartree/bohr
Structure (SMILES): C=CO.N
Energy: -210.3141 Eh

```
! wB97M-V def2-TZVPD RIJCOSX def2/J DEFGRID3
* xyz 0 1
N -1.87 -0.14 -0.52
H -1.64 0.60 0.16
H -2.49 -0.78 -0.01
H -2.46 0.15 -1.34
C 1.69 0.55 1.06
C 1.25 -0.25 -0.03
O 0.56 0.12 -1.10
H 2.64 0.26 1.46
H 0.94 1.20 1.60
H 1.63 -1.33 -0.07
H -0.26 -0.38 -1.21
*
```

=====

4.
The following is a DFT calculation (ωB97M-V/def2-TZVPD) of C2H7NO in the gas phase at a distorted geometry.

## Properties
Energy above the lowest of the compared OMol25 structures with the same formula, charge and spin: 1.051 eV
HOMO-LUMO gap: 10.00 eV
Max |F|: 0.058 hartree/bohr
Structure (SMILES): NCCO
Energy: -210.3601 Eh

```
! wB97M-V def2-TZVPD RIJCOSX def2/J DEFGRID3
* xyz 0 1
C -0.65 0.38 -0.29
C 0.79 0.38 0.28
H -1.70 -0.63 1.05
H -0.98 -1.57 -0.14
H -1.06 1.43 0.03
H -0.62 0.35 -1.38
H 0.68 0.30 1.37
H 1.15 1.38 -0.02
H 2.17 -0.63 -0.93
N -1.49 -0.69 0.03
O 1.70 -0.69 -0.01
*
```

=====

5.
The following is a DFT calculation (ωB97M-V/def2-TZVPD) of 2 unconnected molecules or ions with the total composition C2H7NO at a distorted geometry.

## Properties
Energy above the lowest of the compared OMol25 structures with the same formula, charge and spin: 0.639 eV
HOMO-LUMO gap: 10.43 eV
Max |F|: 0.023 hartree/bohr
Structure (SMILES): CC=O.N
Energy: -210.3753 Eh

```
! wB97M-V def2-TZVPD RIJCOSX def2/J DEFGRID3
* xyz 0 1
N 0.48 2.15 -0.46
H 0.36 2.46 -1.41
H 1.47 2.23 -0.27
H 0.11 2.83 0.20
O 0.16 -1.60 -0.79
C -0.57 -0.94 -0.09
C -0.19 -0.42 1.26
H -1.53 -0.65 -0.57
H -0.05 0.65 1.24
H 0.72 -0.96 1.49
H -0.94 -0.71 2.00
*
```

=====

6.
The following is a DFT calculation (ωB97M-V/def2-TZVPD) of 2 unconnected molecules or ions with the total composition C2H7NO2 at a distorted geometry.

## Properties
Energy above the lowest of the compared OMol25 structures with the same formula, charge and spin: 1.589 eV
HOMO-LUMO gap: 10.61 eV
Max |F|: 0.090 hartree/bohr
Structure (SMILES): CC(N)=O.O
Energy: -285.6134 Eh

```
! wB97M-V def2-TZVPD RIJCOSX def2/J DEFGRID3
* xyz 0 1
C 0.82 -0.50 -0.06
C 1.23 1.01 -0.07
H -0.56 -1.89 0.81
H -0.78 -0.22 1.44
H 2.34 1.03 -0.29
H 1.26 1.65 0.83
H 0.76 1.54 -0.81
H -1.35 0.36 -0.64
H -2.41 -0.89 -0.57
N -0.30 -0.89 0.72
O 1.26 -1.32 -0.81
O -2.27 0.13 -0.55
*
```

=====

no.,lowest unoccupied orbital energy (eV)
1,-3.87
2,0.82
3,0.74
4,0.89
5,0.95
6,0.63